Entry 1:
A cluster of 2 separate species, C19H33FN7O6 in total. Source: the OMol25 dataset; level of theory: ωB97M-V/def2-TZVPD.

```
66
Properties=species:S:1:pos:R:3:forces:R:3
C 1.840 -1.443 2.395 -0.515 0.702 -0.555
H -2.460 2.351 5.453 -0.050 -0.105 -0.203
H 2.615 -0.983 -0.793 -0.133 0.088 -0.091
H -2.568 2.819 1.768 0.036 -0.035 0.432
C 1.465 -4.348 -1.227 1.134 -0.981 -1.165
C 3.038 -1.603 -2.815 0.133 -0.138 -0.010
O -3.668 0.366 4.626 -0.164 -0.119 0.007
H 3.476 -0.732 3.321 0.117 -0.131 0.175
N 1.576 -0.309 1.765 -0.268 0.262 -0.632
H 2.434 2.115 -5.284 0.142 0.038 0.156
N -3.536 1.093 2.539 -0.167 0.790 -1.816
C -1.866 1.073 0.724 0.037 0.152 0.065
H -3.913 4.742 1.872 -0.048 0.067 0.071
C -4.115 2.243 0.429 -0.083 -1.096 -0.520
H -1.983 0.661 -3.959 0.036 0.123 0.195
H -1.597 1.695 -2.571 -0.088 -0.110 -0.170
H 3.298 -4.511 -2.334 0.016 0.030 0.145
C -2.990 1.879 1.416 0.201 -0.455 0.301
H -1.008 0.141 2.481 0.000 0.067 0.176
H -4.125 0.304 2.307 0.071 -0.011 -0.067
O 4.924 -3.325 -1.000 -0.019 -0.383 -0.056
C 0.866 -0.395 -2.916 -0.647 1.653 -0.978
C 0.088 0.637 -3.391 1.063 -2.084 1.073
C -0.673 0.751 1.641 -0.320 -0.015 -0.243
H 0.418 -1.167 -2.295 0.479 -0.032 -0.126
C 2.698 -3.715 -1.880 -0.369 0.096 0.176
H 3.943 -1.715 -3.430 -0.435 0.473 -0.041
C 0.424 -0.009 0.886 -0.419 0.364 0.428
H 0.865 -4.847 -1.995 -0.081 0.229 0.110
C 3.560 -2.914 -0.889 1.032 0.458 0.232
H -3.013 3.333 4.086 0.165 0.199 -0.072
H 3.221 -3.039 0.144 -0.085 -0.132 -0.001
N 2.223 -0.482 -3.269 -1.095 -0.052 -0.249
C -2.504 2.412 4.365 -0.296 -0.132 -0.154
H -1.502 1.655 -0.124 -0.075 -0.056 -0.175
H 5.533 -2.737 -0.521 -0.600 -0.200 -0.212
O 0.111 2.565 -4.737 -0.528 -0.035 -0.055
H -5.009 3.631 2.740 0.003 0.107 0.033
H 4.335 -0.893 -1.224 -0.122 -0.090 0.042
N 1.097 -2.507 2.276 -1.329 -0.673 -0.580
C -3.286 1.220 3.845 0.404 -0.155 1.813
O 3.956 0.447 -4.417 0.281 -0.743 0.121
F 0.703 -3.406 -0.593 -0.581 0.848 0.565
C -4.860 4.201 1.821 0.115 -0.344 -0.162
H -1.495 2.402 3.965 0.152 0.198 -0.081
H -2.278 0.136 0.342 -0.139 0.120 -0.139
N -4.887 3.306 0.663 -0.334 1.136 0.672
H -5.606 3.457 -0.029 0.072 -0.135 0.023
H 0.768 0.613 0.057 0.203 -0.248 -0.012
H 1.782 -5.108 -0.507 -0.002 0.125 0.083
N 2.885 -1.532 3.168 1.644 0.271 1.060
H -5.669 4.930 1.739 0.154 -0.173 -0.080
H -0.258 1.685 2.021 0.109 0.020 0.174
O -4.334 1.535 -0.542 0.437 -0.236 -0.022
C 0.719 1.615 -4.280 -1.588 1.851 -0.277
H 1.290 -3.337 2.806 -0.102 -0.113 -0.063
N 2.048 1.528 -4.559 -0.932 -1.648 0.838
C 2.776 0.468 -4.116 2.677 0.108 -0.273
H 0.007 -0.924 0.461 0.245 -0.052 -0.059
H 0.311 -2.490 1.646 0.000 -0.346 0.053
C 3.416 -1.474 -1.347 -0.159 0.091 0.144
H 3.072 -2.383 3.668 0.195 0.096 0.098
C -1.380 0.734 -3.048 0.347 0.226 -0.284
H 2.214 0.453 1.926 0.007 0.037 -0.004
H -1.685 -0.069 -2.369 0.123 0.081 -0.107
O 2.270 -2.802 -2.897 -0.056 0.152 0.275
```
Forces are in eV/Å.

frontier orbital gap: 7.96 eV
HOMO energy: -0.407 Ha
LUMO: -0.11468 hartree
relative energy (zero: lowest compared OMol25 entry of this formula, charge and spin): 38.2 kJ/mol
net charge: +1

***

Entry 2:
A cluster of 2 separate species, C19H25N6O5S in total. Source: the OMol25 dataset; level of theory: ωB97M-V/def2-TZVPD.

```
56
Properties=species:S:1:pos:R:3:forces:R:3
H -0.257 0.539 1.469 0.811 0.696 -0.709
N 1.222 -0.510 -5.086 1.454 -1.975 1.086
H 0.387 3.309 0.933 -0.436 -0.817 0.430
C 3.710 1.018 -0.898 -0.484 0.049 -0.095
C -3.028 1.023 5.584 0.477 0.263 -0.699
H -2.068 2.836 4.929 -0.007 -0.109 -0.101
H -6.952 0.684 7.673 0.116 -0.074 -0.080
H 2.263 1.557 -6.688 0.232 0.019 -0.106
N -3.379 1.583 6.815 -0.119 -1.142 -0.715
C -2.231 -0.028 3.103 -0.032 0.018 0.500
C -2.315 1.810 4.667 0.153 -0.194 -0.429
H 2.924 -5.327 -5.003 0.088 0.024 0.075
H 4.579 -0.513 -4.474 0.110 -0.010 -0.033
C -6.408 0.035 6.978 -0.158 0.307 0.085
C -4.226 1.023 7.742 -0.212 1.305 1.197
H 4.038 -3.017 -5.882 -0.101 -0.077 -0.014
O 0.576 2.364 0.711 -0.637 -0.887 0.617
H 4.221 1.317 0.014 -0.180 -0.155 -0.343
O -1.016 3.345 2.605 -0.168 -0.158 0.027
N 4.300 0.567 -2.025 -1.086 0.113 0.436
H 2.899 -1.121 -6.175 0.152 0.273 -0.049
C -3.335 -0.309 5.250 -0.225 0.082 0.105
H 5.296 0.454 -2.172 -0.218 0.019 0.176
H 1.680 1.407 -0.430 0.136 0.194 0.093
C -2.946 -0.816 4.008 0.256 0.455 -0.179
C 2.114 0.632 -2.385 0.664 -0.123 -0.207
H -5.102 -0.772 8.485 0.325 0.064 -0.196
C 3.314 0.300 -2.964 -1.013 0.102 -0.709
N -0.286 1.556 1.517 -1.112 -0.378 0.931
H -6.978 -0.891 6.853 0.174 0.139 0.006
H 3.660 -4.720 -3.510 -0.028 0.109 -0.193
N 2.378 1.060 -1.096 1.383 -0.318 -0.611
C -5.007 -0.271 7.517 0.186 0.226 -0.885
C 0.646 0.428 -5.835 -0.993 1.683 -1.034
C 2.663 -2.437 -4.519 -0.679 0.016 0.955
H -3.015 2.494 7.074 -0.160 -0.261 -0.032
H -6.344 0.539 6.008 -0.034 -0.091 0.102
C -1.888 1.298 3.424 -0.564 -1.350 0.358
O 1.992 -2.704 -3.531 -0.032 0.217 -0.196
O -4.415 1.686 8.749 -0.227 -0.750 -0.080
H -1.954 -0.470 2.151 -0.074 0.066 0.033
H 0.605 -0.940 -4.407 0.104 -0.105 0.030
C 3.581 -0.073 -4.416 0.530 -0.040 0.443
H 1.138 0.625 -2.856 0.174 0.040 0.442
H 3.626 0.859 -4.981 -0.014 0.011 -0.056
H 1.652 0.228 -7.716 0.225 0.020 -0.103
S -4.159 -1.414 6.354 0.324 0.135 0.299
H -3.196 -1.843 3.756 -0.003 0.175 0.010
O -0.470 0.821 -5.546 -0.110 -0.087 0.084
C 1.380 1.020 -7.022 -0.202 -0.276 0.176
H 0.712 1.718 -7.528 0.068 -0.125 0.173
C 3.709 -4.682 -4.601 -0.252 0.051 0.165
N 3.517 -3.308 -5.070 0.679 -0.045 -0.494
H 4.680 -5.061 -4.923 -0.139 0.210 -0.031
C -1.084 2.124 2.502 1.382 2.092 -0.642
C 2.595 -1.030 -5.132 -0.504 0.377 -0.015
```
Forces are in eV/Å.

frontier orbital gap: 7.37 eV
HOMO energy: -0.372 Ha
LUMO: -0.10104 hartree
net charge: +1

***

Entry 3:
A structure of composition C48H37AsF6IN11SSiTl. Source: the OMol25 dataset; level of theory: ωB97M-V/def2-TZVPD.

```
107
Properties=species:S:1:pos:R:3:forces:R:3
C 3.157 2.030 -1.346 0.098 -0.063 -0.303
C -3.679 2.041 -1.120 0.137 -0.017 -0.126
H -0.407 -4.412 0.259 0.049 0.011 0.085
C -4.791 2.414 -1.848 -0.078 0.002 -0.070
C -2.299 1.723 -1.519 -0.088 -0.198 -0.338
C -2.699 -1.796 -4.214 0.012 0.037 -0.025
C -3.723 1.920 0.260 0.100 -0.035 0.154
H -4.869 -0.231 4.742 0.008 0.003 0.004
C 6.695 3.316 -0.770 -0.020 0.007 0.008
H 2.177 -4.470 -1.068 0.016 0.041 0.063
C -1.178 1.413 4.949 -0.119 0.064 0.075
C -2.365 1.543 0.686 0.003 -0.084 -0.155
C -4.461 -1.091 4.224 0.050 -0.051 -0.064
H -2.252 1.285 4.907 0.073 -0.005 0.039
C 4.136 -1.209 0.254 0.028 0.172 0.217
C -0.068 1.143 -6.843 -0.014 0.019 0.022
C 2.599 -3.862 -0.259 -0.033 -0.174 0.115
C 5.513 2.795 1.285 0.024 0.042 0.046
C 1.412 1.610 2.437 0.191 0.163 -0.088
N 0.337 1.423 1.607 0.024 -0.214 0.104
H -5.729 -2.484 5.265 0.020 -0.006 -0.027
C 3.086 1.938 0.853 -0.061 0.090 -0.241
H -0.558 0.973 -7.794 0.025 0.001 0.031
F 1.739 -2.852 4.841 0.027 -0.092 0.174
H 2.716 1.817 5.041 -0.024 -0.023 -0.013
C -5.967 2.645 -1.141 0.053 0.027 0.019
H -6.945 2.695 0.767 0.011 -0.002 -0.015
C -6.013 2.513 0.248 0.018 0.000 -0.013
F 1.319 -1.506 1.642 -0.076 -0.057 -0.172
N -0.791 -3.483 0.254 -0.301 -0.053 -0.187
C -0.423 1.494 3.800 -0.119 -0.073 -0.157
Tl 0.455 0.288 -0.393 0.111 -0.349 0.293
N 2.664 1.853 2.109 -0.110 -0.160 0.152
H 3.080 1.451 -5.546 -0.052 0.028 -0.013
C -0.492 1.473 6.158 0.029 -0.015 -0.017
C -0.834 1.302 -5.695 -0.044 -0.008 -0.066
S -2.610 -4.479 1.973 0.006 -0.040 -0.043
C -0.786 1.406 2.379 0.018 0.168 -0.105
F 0.642 -3.596 2.754 -0.123 -0.229 -0.032
C 5.596 2.956 -1.545 0.051 -0.002 -0.054
H 3.495 -4.368 0.113 -0.055 0.007 -0.053
H 1.899 -3.825 0.574 0.020 -0.031 0.023
I -5.941 -1.344 -1.380 -0.016 -0.038 0.000
C 1.575 1.793 -3.044 -0.128 0.088 -0.048
H -6.862 2.934 -1.675 0.002 -0.021 0.010
N -2.037 1.456 1.968 0.215 0.200 -0.127
H -4.848 -1.935 -4.278 0.013 0.021 0.014
C -4.436 -3.478 3.877 -0.019 0.047 0.034
H -2.550 -2.011 -5.264 -0.004 0.003 0.035
H 3.341 -2.982 -3.224 0.067 0.044 0.025
C 0.952 1.642 3.835 0.108 -0.072 -0.118
C 4.474 2.505 -0.879 -0.112 -0.037 -0.137
N -1.945 -1.985 1.644 -0.197 0.095 -0.144
N -1.719 -1.286 -2.089 -0.340 -0.019 -0.117
F 2.989 -2.963 2.706 0.168 -0.111 -0.084
C -2.939 -2.019 2.622 0.108 0.088 -0.157
H 4.242 -1.475 -2.969 -0.024 -0.089 0.032
Si 3.047 -2.175 -0.894 0.098 -0.031 -0.134
C -1.610 -1.549 -3.391 0.038 0.003 0.125
H -0.111 -2.761 0.083 0.131 0.083 0.093
H 4.532 -0.314 -0.234 0.019 -0.049 0.002
H -3.065 0.075 3.060 -0.217 -0.282 0.065
H 1.742 -0.702 -2.370 -0.002 -0.122 -0.047
H 7.536 3.503 1.192 -0.016 0.016 -0.003
H -1.916 1.248 -5.718 0.033 0.021 -0.011
H 5.464 2.727 2.365 0.026 0.007 -0.045
C -4.882 2.152 0.973 -0.064 -0.004 0.086
N 2.826 1.972 -2.621 0.044 -0.002 0.233
N -1.581 1.371 -0.397 0.072 0.202 0.070
H -3.012 -1.068 -0.499 0.018 0.008 0.099
F 2.455 -0.801 3.668 0.125 0.165 0.077
C 3.965 -2.432 -2.511 0.159 0.003 -0.136
H 4.884 -3.008 -2.357 -0.090 0.050 -0.024
C 1.493 -1.281 -1.473 -0.358 0.285 0.014
C 1.998 1.419 -5.596 0.028 -0.026 -0.091
C -4.089 -1.473 -2.317 -0.069 0.025 0.058
H 0.741 -2.015 -1.764 -0.083 0.077 -0.022
H -1.040 1.379 7.087 0.011 0.020 -0.008
H 3.606 -0.922 1.166 0.102 -0.003 -0.059
C -3.436 -3.289 2.933 -0.052 -0.090 0.047
C 0.893 1.628 6.194 -0.051 -0.004 -0.007
H -0.602 -1.563 -3.796 -0.018 0.004 0.008
C 4.431 2.441 0.507 -0.116 -0.076 0.175
C -2.947 -1.257 -1.563 0.312 -0.097 -0.081
C -3.972 -1.751 -3.668 0.034 -0.018 -0.050
C 6.658 3.230 0.621 -0.034 -0.022 -0.003
C -0.618 1.692 -3.121 0.189 0.030 -0.036
N -1.903 1.753 -2.769 -0.042 0.070 0.286
H 5.618 3.018 -2.626 -0.001 -0.011 0.032
H -4.804 -4.470 4.105 0.005 0.025 0.000
C 1.328 1.202 -6.795 0.025 0.018 0.058
H 7.596 3.671 -1.255 -0.024 -0.031 0.022
N 2.400 1.667 -0.271 -0.001 0.344 0.146
As 1.538 -2.214 3.265 0.057 0.198 0.014
H 4.985 -1.829 0.555 -0.025 0.027 -0.019
C -3.460 -0.910 3.283 -0.046 0.082 0.148
H -4.746 2.510 -2.926 0.002 0.002 0.041
F 0.080 -1.412 3.730 -0.107 0.086 0.133
H 1.895 1.076 -7.708 -0.020 -0.011 0.020
C -4.950 -2.363 4.522 0.012 -0.077 -0.017
C -1.686 -3.182 1.235 0.009 -0.023 0.087
H 1.399 1.654 7.151 -0.020 0.005 -0.009
C -0.161 1.520 -4.506 -0.200 -0.002 0.179
H -4.906 2.045 2.051 0.004 0.013 -0.039
N 0.443 1.841 -2.294 0.070 -0.070 -0.224
C 1.229 1.578 -4.457 0.185 0.029 0.188
C 1.639 1.722 5.024 0.118 0.055 0.094
```
Forces are in eV/Å.

frontier orbital gap (spin up / spin down): 5.12 / 4.95 eV
HOMO energy (spin up / spin down): -0.263 / -0.287 Ha
LUMO (spin up / spin down): -0.07475 / -0.10536 hartree
multiplicity: 2
relative energy (zero: lowest compared OMol25 entry of this formula, charge and spin): 0.0 kJ/mol

***

Entry 4:
A cluster of 2 separate species, C3H5N2O3 in total. Source: the OMol25 dataset; level of theory: ωB97M-V/def2-TZVPD.

```
13
Properties=species:S:1:pos:R:3:forces:R:3
H 2.496 0.943 0.709 -0.234 -0.097 1.062
O -0.981 -0.581 -0.974 -0.644 -0.247 -1.482
N -3.084 0.240 0.154 -1.304 1.411 -0.140
C -0.346 -0.512 0.071 -0.123 0.411 2.920
H 2.420 0.917 -0.950 -0.843 -0.525 0.309
C 1.191 -0.699 -0.063 -0.757 -1.603 -0.356
H 1.315 -1.072 -1.081 0.113 -0.562 0.222
O -0.826 -0.197 1.234 1.395 -0.555 -1.599
N -3.045 1.334 -0.128 0.365 -1.927 0.458
O -3.382 -0.867 0.468 0.296 0.552 -0.264
C 1.792 0.654 -0.051 1.320 1.564 -1.173
H 0.908 1.268 -0.068 0.268 1.251 0.202
H 1.543 -1.429 0.679 0.146 0.325 -0.159
```
Forces are in eV/Å.

frontier orbital gap: 8.46 eV
HOMO energy: -0.152 Ha
LUMO: 0.15919 hartree
relative energy (zero: lowest compared OMol25 entry of this formula, charge and spin): 356.1 kJ/mol
net charge: -1

***

Entry 5:
The molecule C9H20N6O2. Source: the OMol25 dataset; level of theory: ωB97M-V/def2-TZVPD.

```
37
Properties=species:S:1:pos:R:3:forces:R:3
H -2.630 -0.543 5.402 0.002 -0.083 -0.163
O -1.137 1.489 2.091 -0.990 -1.704 1.141
H -4.514 -0.832 1.021 0.282 -0.114 0.065
C 0.801 -2.609 2.059 -0.451 0.508 0.309
N -3.008 0.224 1.980 -0.112 0.487 0.042
H 4.018 -0.218 -0.070 0.011 0.046 -0.005
C 0.272 -1.184 2.150 -0.289 0.512 -0.499
N 0.136 1.044 4.609 0.115 -0.171 -0.825
N 0.868 -0.157 1.532 1.407 -0.947 1.439
H -0.638 -2.028 5.476 -0.158 -0.271 -0.075
H 4.669 1.380 0.373 -1.509 -1.923 0.503
H 1.060 0.793 4.209 -0.757 0.136 -0.068
C -1.934 0.281 5.266 -0.104 0.264 0.572
H -2.422 1.143 4.797 0.231 -0.383 -0.260
H -0.276 1.741 3.950 0.443 -0.813 0.254
C -3.823 -0.970 1.862 0.030 0.217 0.238
N 4.019 0.553 0.575 2.254 2.832 -0.364
H -4.430 1.413 0.921 0.680 -0.027 0.681
N -0.718 -0.147 4.558 1.010 0.538 -1.153
C -0.019 -1.154 5.343 0.312 0.285 0.902
H -1.553 0.630 6.237 -0.435 -0.151 -0.155
H -3.226 -1.852 1.683 0.106 -0.209 -0.022
H 0.161 -0.658 6.300 0.138 -0.414 0.113
H 0.023 -3.340 1.815 -0.081 0.090 0.171
C -0.930 -0.822 2.919 -0.936 -0.155 -2.112
N 2.066 -0.374 1.022 -1.247 1.144 1.184
H -1.578 -1.764 2.971 0.660 1.539 0.966
C 2.826 0.822 1.180 -1.505 0.831 0.283
H -4.497 1.567 2.707 0.628 -0.217 -0.629
H 1.266 -2.886 3.002 0.186 -0.348 0.096
H 1.549 -2.660 1.277 0.132 0.115 0.003
C -1.675 0.386 2.289 0.286 0.834 -0.545
H 0.944 -1.411 4.908 -0.145 0.025 -0.306
H -3.115 2.335 1.794 -0.689 -1.038 0.004
O 2.524 1.868 1.827 1.119 -2.597 -1.569
C -3.786 1.437 1.841 -0.696 1.318 -0.268
H -4.451 -1.102 2.750 0.072 -0.158 0.053
```
Forces are in eV/Å.

frontier orbital gap: 7.00 eV
HOMO energy: -0.247 Ha
LUMO: 0.00978 hartree
SMILES string: C/C(=N\N=C(\N)[O-])[C@H](C(=O)N(C)C)[N+](C)(C)N
relative energy (zero: lowest compared OMol25 entry of this formula, charge and spin): 114.1 kJ/mol

***

Entry 6:
A cluster of 2 separate species, C7H14NS in total. Source: the OMol25 dataset; level of theory: ωB97M-V/def2-TZVPD.

```
23
Properties=species:S:1:pos:R:3:forces:R:3
H 3.908 -0.928 1.309 -0.242 -0.462 -2.673
H 1.999 1.021 1.660 -0.100 0.063 -0.092
H 0.524 0.274 0.924 -0.639 0.496 0.290
H -2.292 -1.444 1.173 -0.266 0.175 -0.537
C -1.189 -0.767 -0.441 1.976 -1.270 -0.930
S 1.833 0.066 -1.517 0.348 0.197 0.098
C -2.869 0.541 0.369 -1.526 2.751 0.399
H -1.364 0.098 -2.225 0.443 0.296 -0.577
C -2.133 1.359 -0.744 -1.796 1.469 0.358
H -0.503 -1.591 -0.576 0.082 0.212 -0.153
C -2.161 -0.685 0.393 -0.323 -2.407 2.250
H 3.653 -2.185 -0.183 -1.048 2.166 1.219
H -1.690 2.314 -0.394 0.347 -0.953 -0.001
H -3.930 0.483 0.084 0.248 -0.389 0.218
H -2.925 1.760 -1.461 1.438 -1.149 0.239
C 2.295 -0.311 0.008 -0.131 -0.076 -0.740
H 4.218 -0.681 -0.558 1.541 1.110 -0.604
N -1.085 0.390 -1.295 -0.693 2.644 -0.028
H -0.119 0.919 -1.290 -0.975 -1.825 -0.341
C 1.539 0.133 1.222 0.837 -0.936 -0.188
C 3.566 -1.045 0.173 0.395 -2.500 2.693
H -2.883 0.954 1.411 0.203 0.223 -1.006
H 1.606 -0.673 1.960 -0.120 0.165 0.106
```
Forces are in eV/Å.

frontier orbital gap: 8.83 eV
HOMO energy: -0.463 Ha
LUMO: -0.13825 hartree
relative energy (zero: lowest compared OMol25 entry of this formula, charge and spin): 111.9 kJ/mol
net charge: +1

***

Max |F| (computed, Eh/bohr): 0.05236, 0.05217, 0.00912, 0.05740, 0.07075, 0.07187